{
  "formula": "C3H5N3S",
  "method": "ωB97M-V/def2-TZVPD",
  "species": ["C", "H", "C", "N", "S", "H", "C", "H", "H", "N", "N", "H"],
  "positions_angstrom": [[-1.2267, -1.1771, 0.0975], [1.0674, -1.7494, 0.2556], [1.0713, -0.7085, 0.0710], [-1.6489, 1.8755, -0.0678], [2.4512, 0.0695, -0.1318], [0.4138, 1.7186, 0.0992], [-0.5288, 1.2042, 0.2516], [-0.9490, -2.1784, 0.5592], [-2.9816, -1.6968, -0.0927], [-2.4469, -0.8946, -0.3171], [-0.2287, -0.1727, 0.2278], [-2.3942, 1.2257, -0.1331]],
  "nbo_charge": [0.273, 0.191, -0.105, -0.574, 0.033, 0.196, 0.233, 0.173, 0.348, -0.643, -0.483, 0.358],
  "total_energy_ev": -18495.66775,
  "e_above_lowest_kcal_mol": 51.4,
  "smiles": "[H]/N=C\\N(C=S)/C=N/[H]",
  "molar_mass_g_mol": 115.16
}

{
  "formula": "C5H12O",
  "method": "ωB97M-V/def2-TZVPD",
  "species": ["H", "H", "O", "C", "H", "H", "H", "H", "H", "H", "H", "H", "C", "H", "C", "H", "C", "C"],
  "positions_angstrom": [[-1.9511, -1.0735, 0.1760], [-0.9291, 2.1481, -0.5239], [2.5275, 1.5625, 0.7836], [0.8774, -0.2610, -0.9275], [1.8876, 0.8287, 0.6414], [0.3371, -1.4390, 1.9385], [-1.5710, 0.2485, 1.3178], [2.9422, 1.7042, -0.0974], [-2.1432, 1.1313, -1.3614], [1.2996, 0.2858, -1.7784], [1.4812, -1.0624, -0.4867], [-0.0040, -2.4040, 0.4682], [-0.3200, 0.1237, -0.4576], [-1.2097, -2.3307, 1.7912], [-0.4534, -1.7513, 1.2355], [-0.5841, 1.5058, -2.1603], [-1.0635, 1.2813, -1.1927], [-1.1236, -0.4980, 0.6337]],
  "nbo_charge": [0.222, 0.222, -0.953, -0.487, 0.482, 0.203, 0.227, 0.465, 0.218, 0.204, 0.210, 0.213, 0.060, 0.212, -0.606, 0.214, -0.646, -0.461],
  "total_energy_ev": -7426.18253,
  "e_above_lowest_kcal_mol": 26.0,
  "smiles": "C=C(C)CC.O",
  "molar_mass_g_mol": 88.15
}

{
  "formula": "C4H12N2O4",
  "method": "ωB97M-V/def2-TZVPD",
  "species": ["H", "H", "H", "O", "H", "H", "O", "H", "H", "H", "C", "C", "O", "N", "H", "N", "C", "O", "H", "H", "C", "H"],
  "positions_angstrom": [[-1.5651, 2.2057, 1.4844], [-3.2661, -1.7293, 0.7424], [2.0693, 0.0885, 1.3356], [0.1032, 0.4782, 1.4913], [-1.5110, 3.0754, -1.0644], [2.3820, -0.3581, -1.3328], [-2.7749, -1.0881, 0.2264], [-1.1864, 0.1259, -1.4144], [-2.6470, -0.3042, 0.7875], [3.2102, -0.9663, 1.2922], [-0.4781, 0.8119, 0.4746], [-0.2286, 0.2435, -0.9108], [2.9656, -0.0826, 1.0000], [0.4424, -1.0412, -0.8646], [0.3844, 0.9560, -1.4623], [-1.4590, 1.7683, 0.5894], [-2.1606, 2.3856, -0.5316], [2.2992, -2.3003, -0.7791], [-3.0397, 2.9086, -0.1430], [-0.0744, -1.8296, -0.5099], [1.7986, -1.2118, -0.9796], [-2.5423, 1.6378, -1.2214]],
  "nbo_charge": [0.408, 0.481, 0.494, -0.635, 0.196, 0.135, -0.960, 0.233, 0.479, 0.479, 0.672, -0.328, -0.967, -0.621, 0.232, -0.635, -0.423, -0.630, 0.216, 0.413, 0.548, 0.209],
  "total_energy_ev": -15513.42639,
  "e_above_lowest_kcal_mol": 15.4,
  "smiles": "CNC(=O)CNC=O.O.O",
  "molar_mass_g_mol": 152.15
}

{
  "formula": "C6H8N2OS3",
  "method": "ωB97M-V/def2-TZVPD",
  "species": ["N", "H", "H", "C", "H", "H", "H", "O", "H", "C", "S", "H", "C", "C", "C", "S", "H", "S", "C", "N"],
  "positions_angstrom": [[-0.4483, 2.4009, 0.1655], [-2.1407, 0.4833, 1.4228], [0.4893, 2.2969, 0.6106], [-3.3965, 0.0037, 0.8169], [3.7374, -1.2403, -1.1019], [-0.6680, 3.2233, -0.3132], [3.6099, -1.7160, 0.7048], [-1.8160, 1.3506, -1.5525], [-4.1385, -1.0540, 1.5216], [-0.8728, 1.2920, -0.6327], [2.5553, 0.6968, -0.2641], [4.8097, -0.3694, 0.4698], [3.7232, -0.7445, -0.0350], [1.1852, -0.4310, -0.3724], [-0.2466, -0.0727, -0.2857], [0.0500, -2.6660, -0.4403], [-4.1477, 0.9514, 0.2931], [-2.7155, -1.2869, -0.4057], [-0.9458, -1.2992, -0.4093], [1.3765, -1.8189, -0.1924]],
  "nbo_charge": [-0.816, 0.263, 0.406, -0.814, 0.247, 0.400, 0.273, -0.601, 0.267, 0.666, 0.266, 0.240, -0.791, 0.059, -0.306, 0.775, 0.284, 0.261, -0.362, -0.718],
  "total_energy_ev": -43878.78345,
  "e_above_lowest_kcal_mol": 153.4,
  "molar_mass_g_mol": 220.34
}

{
  "formula": "C3H4I2",
  "method": "ωB97M-V/def2-TZVPD",
  "species": ["C", "H", "I", "H", "H", "H", "C", "I", "C"],
  "positions_angstrom": [[-1.1756, -0.4023, -0.6984], [-0.7265, -1.4264, -0.8891], [1.7142, -1.7618, -0.1046], [-2.1250, -0.3934, -1.0280], [-0.8182, 1.4987, 0.0883], [0.3420, 0.1935, 2.0404], [-0.4466, 0.5193, -0.1064], [2.3519, 1.7043, 0.2795], [0.8840, 0.0681, 0.4183]],
  "nbo_charge": [-0.369, 0.185, 0.270, 0.200, 0.236, 0.221, -0.314, 0.149, -0.579],
  "total_energy_ev": -19373.21759,
  "e_above_lowest_kcal_mol": 63.5,
  "molar_mass_g_mol": 293.87
}

{
  "formula": "C6H12N3",
  "method": "ωB97M-V/def2-TZVPD",
  "species": ["C", "H", "N", "H", "H", "C", "H", "N", "C", "H", "H", "H", "C", "H", "H", "H", "H", "C", "N", "H", "C"],
  "positions_angstrom": [[-0.9452, 1.2179, -0.8118], [3.3357, -1.1902, 1.1191], [-1.3292, -0.0691, 1.3343], [3.2392, -0.6094, -0.5754], [-0.4370, 2.1126, -1.1515], [2.9576, -0.4022, 0.4568], [0.2611, -0.2067, -1.8066], [-2.3235, 1.4555, -0.2944], [1.5041, -0.1700, 0.5229], [-1.1763, 0.2662, -2.7224], [-0.7247, -1.5975, 2.5456], [-2.6988, 2.4004, -0.2640], [-0.4130, -0.8858, 1.7938], [-2.2400, -0.1755, 1.7798], [-1.3214, -0.8373, -1.3357], [3.4417, 0.5441, 0.7071], [1.4521, -1.5848, 2.0227], [-1.2154, 1.1136, 0.6271], [0.9092, -0.9122, 1.4578], [-3.0254, 0.7676, -0.5708], [-0.7984, 0.0345, -1.7258]],
  "nbo_charge": [-0.029, 0.188, -0.445, 0.264, 0.240, -0.753, 0.265, -0.565, 0.155, 0.236, 0.220, 0.437, 0.278, 0.438, 0.208, 0.275, 0.388, 0.030, -0.597, 0.415, -0.649],
  "total_energy_ev": -10875.63508,
  "charge": 1,
  "e_above_lowest_kcal_mol": 131.0,
  "molar_mass_g_mol": 126.18
}

{
  "formula": "C9H10N2S",
  "method": "ωB97M-V/def2-TZVPD",
  "species": ["C", "N", "H", "C", "H", "H", "H", "H", "H", "C", "H", "S", "H", "C", "C", "H", "C", "C", "N", "C", "H", "C"],
  "positions_angstrom": [[2.2329, -2.0610, -0.1355], [2.9255, -0.9333, -0.4012], [2.3804, -2.2396, 0.9158], [-0.6061, 1.1145, 1.0207], [1.5005, -2.6860, -2.0713], [-3.3506, 2.0368, -0.9414], [-2.7851, 0.9217, 1.1795], [-2.9232, 0.9607, -2.3473], [0.8813, -3.4989, -0.6226], [-1.9029, 0.3559, 0.7717], [-1.9558, -0.5389, 1.2204], [3.8540, 1.5650, 0.0593], [1.5342, 0.9921, 1.6721], [-2.7222, 1.1762, -1.3307], [0.4772, 0.5343, 1.6554], [0.4356, -0.5348, 1.7913], [-0.5460, 2.4819, 0.4849], [-2.0538, 0.1491, -0.7037], [-0.5010, 3.5994, 0.1910], [3.3108, 0.1579, -0.1763], [-1.7767, -0.7222, -1.1789], [1.5908, -2.8306, -1.0531]],
  "nbo_charge": [-0.017, -0.458, 0.206, -0.094, 0.210, 0.217, 0.223, 0.187, 0.203, -0.458, 0.217, 0.035, 0.228, -0.377, -0.337, 0.198, 0.259, -0.180, -0.299, 0.231, 0.209, -0.402],
  "total_energy_ev": -23306.37175,
  "e_above_lowest_kcal_mol": 101.2,
  "smiles": "C=CCC(=C)C#N.C=CN=C=S",
  "molar_mass_g_mol": 178.26
}

{
  "formula": "C3H3PS",
  "method": "ωB97M-V/def2-TZVPD",
  "species": ["C", "C", "S", "H", "P", "C", "H", "H"],
  "positions_angstrom": [[-0.1751, 0.1213, -0.1008], [-2.3757, 0.7479, 1.2434], [-2.4584, 0.6709, -1.3409], [-0.0290, -0.8481, -0.5889], [-3.5358, 1.1454, 2.2367], [-1.6310, 0.4030, 0.1119], [0.1412, 0.8541, -0.9703], [0.3782, 0.2295, 0.7528]],
  "nbo_charge": [-0.661, -0.580, 0.027, 0.252, 0.645, -0.158, 0.259, 0.217],
  "total_energy_ev": -23280.67955,
  "e_above_lowest_kcal_mol": 17.7,
  "smiles": "CC(=S)C#P",
  "molar_mass_g_mol": 102.10
}

Values for LUMO, eV, ordered as above
-0.525, 0.907, 0.381, 0.037, -0.525, -3.918, 0.235, -1.686